6 unconnected molecules or ions with the total composition C7H22O5 at a distorted geometry. Source: the Open Molecules 2025 dataset; level of theory: wB97M-V/def2-TZVPD.

## Properties
structure (SMILES): C=C(/C=C/C)CC.O.O.O.O.O
HOMO energy: -9.03 eV
E: -656.02351 Ha
energy relative to the best compared isomer or geometry (same formula, charge and spin): 183.6 kJ/mol
spin multiplicity: 1
HOMO-LUMO gap: 9.0 eV

The geometry in XYZ format:
```
34
C7H22O5 | the Open Molecules 2025 dataset | wB97M-V/def2-TZVPD
O -1.024 1.755 2.901
O 0.046 2.891 0.544
O -2.944 0.912 0.952
O 3.055 -0.247 1.109
O 1.186 -0.013 3.156
C 1.742 0.872 -2.094
C 0.726 -1.115 -1.033
C -0.201 -2.730 0.551
C -0.649 0.286 -2.648
C -0.117 -1.360 -0.028
C 0.670 0.105 -1.906
C -1.331 -1.039 -3.068
H 2.277 -0.510 0.608
H -0.584 -0.495 0.421
H -2.922 0.737 1.891
H -1.866 -1.462 -2.229
H 2.612 0.684 -1.469
H 1.081 -0.372 4.034
H -1.290 0.785 -1.913
H 0.750 2.524 -0.005
H 2.748 -0.050 2.003
H 1.403 -1.874 -1.419
H -0.206 2.183 3.198
H -1.924 -0.747 -3.935
H 1.710 1.829 -2.599
H -0.510 0.951 -3.486
H -1.552 2.555 2.946
H -0.620 -1.768 -3.461
H -0.826 -2.847 1.447
H 0.614 -3.305 1.009
H -0.590 -3.388 -0.229
H -2.136 1.305 0.615
H 0.575 0.650 2.830
H 0.096 2.296 1.307
```

natural (NBO) atomic charge list, values in e, 6 entries: O -0.948; O -0.947; O -0.958; O -0.975; O -0.980; C -0.431

---

C2H5N3O3 in the gas phase at a distorted geometry. Source: the Open Molecules 2025 dataset; level of theory: wB97M-V/def2-TZVPD.

## Properties
structure (SMILES): [H]/N=C(\NO)ONC=O
HOMO energy: -9.67 eV
E: -469.01060 Ha
energy relative to the best compared isomer or geometry (same formula, charge and spin): 499.1 kJ/mol
spin multiplicity: 1
HOMO-LUMO gap: 9.7 eV

The geometry in XYZ format:
```
13
C2H5N3O3 | the Open Molecules 2025 dataset | wB97M-V/def2-TZVPD
O 0.901 -0.825 0.527
O -2.411 -2.159 0.499
O 1.249 2.079 -1.337
N -0.798 0.694 0.217
N 1.419 0.938 -0.691
N -0.165 -1.684 1.178
C 0.447 0.370 0.047
C -1.410 -1.565 0.200
H -1.020 1.561 -0.227
H 1.420 2.940 -0.551
H -0.311 -1.230 2.170
H 1.862 0.173 -1.162
H -1.181 -1.290 -0.870
```

natural (NBO) atomic charge list, values in e, 6 entries: O -0.408; O -0.543; O -0.512; N -0.797; N -0.336; N -0.341

---

A gas-phase ion, C5H14N2P (charge +1) at a distorted geometry. Source: the Open Molecules 2025 dataset; level of theory: wB97M-V/def2-TZVPD.

## Properties
HOMO energy (alpha / beta): -13.46 / -13.29 eV
E: -649.32096 Ha
energy relative to the best compared isomer or geometry (same formula, charge and spin): 438.6 kJ/mol
spin multiplicity: 1
HOMO-LUMO gap (alpha / beta): 9.3 / 7.3 eV
net charge: +1

The geometry in XYZ format:
```
22
C5H14N2P | the Open Molecules 2025 dataset | wB97M-V/def2-TZVPD
P -1.658 1.753 -0.239
N -1.206 -0.161 0.086
N 2.502 0.721 1.024
C 0.225 -0.400 0.199
C -1.762 -0.913 -1.008
C -1.686 -0.687 1.344
C 1.029 0.343 -0.916
C 2.434 0.681 -0.365
H -0.910 1.904 0.812
H -1.442 -1.759 1.445
H -1.039 -0.201 2.219
H 0.646 -0.087 1.075
H 2.927 -0.139 -0.815
H 0.413 -1.383 -0.080
H -1.111 -0.602 -1.948
H -2.750 -0.453 1.531
H 0.491 1.350 -1.257
H 3.386 1.190 1.324
H -1.787 -1.951 -0.725
H 3.044 1.473 -0.769
H -2.764 -0.587 -0.997
H 1.016 -0.093 -1.941
```

natural (NBO) atomic charge list, values in e, 6 entries: P 0.689; N -0.415; N -0.442; C -0.273; C -0.422; C -0.452

---

Number 1: molecular weight 186.25 g/mol. Number 2: molecular weight 119.08 g/mol. Number 3: molecular weight 133.16 g/mol.